(1)
ORCA calculation (ωB97M-V/def2-TZVPD) on 18 unconnected molecules or ions with the total composition C50H132N12O18 at a distorted geometry.

Highest occupied orbital energy in Ha: -0.2840
Charge: 0
LUMO level in eV: 0.39
E in Ha: -3995.5018
Largest force on an atom in Eh/bohr: 0.058
HOMO-LUMO gap in eV: 8.12

CARTESIAN COORDINATES (ANGSTROEM)
1 C -3.06808 -3.83079 -2.95038
2 O -3.05267 -2.66759 -3.29308
3 N -3.83512 -4.21672 -1.85102
4 N -2.47556 -4.81183 -3.70709
5 H -3.62971 -4.97766 -1.23221
6 H -4.31328 -3.34631 -1.59616
7 H -2.33972 -5.72720 -3.30872
8 H -1.60392 -4.45567 -4.19802
9 C 0.22993 -2.88105 -4.86974
10 O 0.15371 -3.96877 -4.31150
11 N 1.38462 -2.11441 -4.80646
12 N -0.82369 -2.28139 -5.56217
13 H 1.34082 -1.12105 -4.90080
14 H 2.28657 -2.55001 -4.61732
15 H -0.68432 -1.57980 -6.25387
16 H -1.70728 -2.77191 -5.64356
17 C 1.10291 -5.93105 -1.22528
18 O 1.04239 -5.75627 -0.02205
19 N 1.90794 -5.18180 -2.02797
20 N 0.39173 -6.96563 -1.78181
21 H 1.58387 -4.99141 -2.98678
22 H 2.24824 -4.34548 -1.58100
23 H -0.00881 -7.53978 -1.05563
24 H 0.26958 -6.92057 -2.76311
25 C -2.33140 3.80535 2.64944
26 O -2.30753 4.45735 1.59368
27 N -1.36267 2.89017 2.84104
28 N -3.24062 3.84530 3.64242
29 H -1.63145 2.09594 3.43123
30 H -0.89985 2.58659 2.00813
31 H -3.78547 4.66454 3.66462
32 H -3.03017 3.33674 4.49787
33 C -4.80884 4.37605 -5.33666
34 C -3.55727 4.94674 -6.08269
35 C -2.44640 5.38871 -5.14187
36 C -1.73543 4.10349 -4.61865
37 C -1.14154 3.32174 -5.77821
38 C -2.21240 2.92168 -6.77383
39 N -3.02498 4.09987 -7.12910
40 O -4.10796 3.64444 -7.92476
41 C -1.54853 2.44522 -8.07741
42 C -2.99240 1.72389 -6.27064
43 C -4.12717 6.14642 -6.81552
44 H -4.55993 3.47401 -4.75169
45 H -5.53405 4.00412 -6.09386
46 H -5.19502 5.24504 -4.73610
47 H -1.80229 6.14981 -5.60123
48 H -2.82539 5.87713 -4.23178
49 H -2.48953 3.53683 -4.08402
50 H -0.95463 4.36519 -3.89709
51 H -0.65494 2.41332 -5.33546
52 H -0.38971 3.94176 -6.32921
53 H -2.17035 1.87187 -8.73359
54 H -1.09400 3.25473 -8.66361
55 H -0.66238 1.82630 -7.84697
56 H -2.29407 0.87497 -6.12212
57 H -3.33883 1.90846 -5.26661
58 H -3.73348 1.39166 -6.96548
59 H -4.72810 5.72997 -7.61957
60 H -3.28468 6.57498 -7.33387
61 H -4.62487 6.90030 -6.15063
62 H -3.91986 4.10775 -8.75011
63 C -2.05588 1.19466 7.78082
64 C -1.39307 1.54730 6.48033
65 C -0.05764 0.85419 6.14736
66 C -0.18894 -0.67246 5.89015
67 C -1.15308 -0.91798 4.69377
68 C -2.47386 -0.17907 4.85937
69 N -2.22939 1.22778 5.26811
70 O -3.54674 1.79079 5.53496
71 C -3.12821 -0.21111 3.42489
72 C -3.34179 -1.04796 5.74713
73 C -1.20493 3.03554 6.49988
74 H -1.28721 1.10856 8.55224
75 H -2.61217 0.24354 7.75911
76 H -2.77710 1.97950 7.98502
77 H 0.32987 1.30804 5.24691
78 H 0.72011 1.03372 6.89653
79 H -0.56331 -1.18331 6.77667
80 H 0.81857 -1.02361 5.55754
81 H -1.25545 -1.99036 4.66958
82 H -0.59803 -0.67412 3.80140
83 H -3.23358 -1.22708 3.07645
84 H -4.10413 0.24533 3.35418
85 H -2.44445 0.34219 2.75349
86 H -2.88646 -1.23084 6.69126
87 H -4.33798 -0.59992 5.90883
88 H -3.42042 -2.00328 5.25338
89 H -0.58468 3.33771 5.64603
90 H -0.62113 3.29148 7.43509
91 H -2.13188 3.55260 6.43726
92 H -3.90444 1.35156 6.29482
93 C 2.14772 0.45333 2.92327
94 C 3.46645 0.07736 3.60533
95 C 3.42241 0.66197 5.03661
96 C 4.48229 0.06212 5.92284
97 C 4.51440 -1.40703 5.90628
98 C 4.66454 -2.00487 4.53333
99 N 3.53735 -1.36768 3.75766
100 O 3.51930 -1.92592 2.45711
101 C 6.09166 -1.92546 3.96963
102 C 4.28998 -3.48514 4.56113
103 C 4.71801 0.66497 2.78844
104 H 2.05640 0.12570 1.88960
105 H 2.10155 1.53104 2.84374
106 H 1.28896 0.05298 3.47394
107 H 3.61417 1.73065 4.96570
108 H 2.43455 0.56827 5.46454
109 H 4.23520 0.34789 6.91968
110 H 5.47363 0.46345 5.76843
111 H 3.59330 -1.78788 6.28336
112 H 5.29835 -1.77875 6.57219
113 H 6.23066 -2.31602 2.98157
114 H 6.40555 -0.91478 3.87844
115 H 6.67457 -2.52651 4.65674
116 H 4.87324 -4.08015 5.26441
117 H 3.23199 -3.48251 4.78584
118 H 4.43866 -3.83315 3.55166
119 H 5.12061 -0.08583 2.07430
120 H 5.48416 1.04579 3.49755
121 H 4.30653 1.43839 2.13994
122 H 2.62841 -2.28599 2.32188
123 C -0.73621 1.17255 -0.02670
124 C -0.38493 0.50982 -1.36462
125 C 1.11364 0.57403 -1.62639
126 C 2.05602 -0.36259 -0.80124
127 C 1.49737 -1.80749 -0.94697
128 C -0.02524 -1.92400 -0.63836
129 N -0.75078 -0.92519 -1.45040
130 O -2.13268 -0.95596 -1.15283
131 C -0.60261 -3.36618 -0.95922
132 C -0.21982 -1.70480 0.86231
133 C -1.12296 1.22667 -2.50126
134 H -1.01682 2.23251 -0.28402
135 H 0.12885 1.21488 0.67862
136 H -1.50983 0.63624 0.51653
137 H 1.27402 0.26164 -2.65747
138 H 1.42477 1.62597 -1.59883
139 H 2.10467 0.15128 0.14191
140 H 3.05214 -0.40596 -1.20424
141 H 2.10615 -2.52477 -0.45040
142 H 1.67959 -2.06645 -1.99416
143 H -0.13565 -4.09859 -0.29705
144 H -1.65108 -3.34301 -0.68013
145 H -0.43176 -3.63342 -2.00886
146 H 0.03188 -2.69614 1.27199
147 H 0.46535 -0.96987 1.22280
148 H -1.29540 -1.55783 1.09979
149 H -2.18052 1.02199 -2.43317
150 H -0.75165 0.70985 -3.41210
151 H -0.93094 2.30993 -2.54698
152 H -2.53023 -1.37002 -1.92200
153 C -2.79779 -4.65921 2.14718
154 O -2.09782 -3.80655 3.03402
155 H -2.07712 -5.20713 1.50649
156 H -3.52044 -5.38757 2.59511
157 H -3.42251 -4.03138 1.48051
158 H -1.24761 -4.25213 3.25099
159 C 0.90856 -6.06548 3.86336
160 O 0.42792 -4.95873 3.05071
161 H 1.98033 -6.13257 3.77936
162 H 0.74078 -5.90662 4.92519
163 H 0.46672 -7.03163 3.66453
164 H 0.61129 -5.14533 2.12860
165 C -2.15935 5.80476 -1.21256
166 O -0.97827 5.26503 -0.66610
167 H -2.91866 5.03927 -1.26191
168 H -2.49665 6.66352 -0.63671
169 H -1.89983 6.14262 -2.21149
170 H -1.26473 4.89372 0.20156
171 C -5.44310 -0.88931 -2.53154
172 O -4.78541 -0.86507 -1.30202
173 H -5.68919 -1.94468 -2.81908
174 H -6.36908 -0.34239 -2.60636
175 H -4.79388 -0.43778 -3.29070
176 H -4.76491 0.02563 -0.93654
177 C 2.03537 4.37631 0.68988
178 O 2.40041 3.00206 0.75916
179 H 1.38803 4.60972 1.59531
180 H 2.85422 5.05672 0.71810
181 H 1.33598 4.56705 -0.13994
182 H 3.06883 2.88670 0.06041
183 C 5.84083 2.51480 -0.52415
184 O 4.60968 1.89770 -0.81382
185 H 6.69645 2.09368 -1.09880
186 H 5.72085 3.58970 -0.74162
187 H 6.13469 2.45710 0.53787
188 H 4.56757 1.02850 -0.36798
189 C 5.51613 -3.59036 0.42004
190 O 5.03228 -2.29073 0.27262
191 H 6.36698 -3.67107 -0.28587
192 H 5.87928 -3.82074 1.41984
193 H 4.79011 -4.33992 0.13595
194 H 4.27767 -2.22489 0.91597
195 C 3.96236 0.39077 -4.68163
196 O 4.98903 1.31925 -4.32168
197 H 4.44154 -0.32086 -5.37379
198 H 3.64233 -0.20107 -3.85109
199 H 3.10674 0.93803 -5.09736
200 H 4.56501 1.85598 -3.63527
201 C -4.62230 2.84140 0.45329
202 O -5.59502 2.02259 -0.14424
203 H -5.06053 3.64916 0.95464
204 H -4.07369 2.23732 1.13644
205 H -3.90530 3.15633 -0.25804
206 H -6.10542 2.56212 -0.78067
207 C 5.26967 -2.75293 -3.59333
208 O 4.25707 -2.85502 -4.62807
209 H 4.78190 -2.52580 -2.62781
210 H 5.84482 -3.66172 -3.41211
211 H 5.91815 -1.90614 -3.89172
212 H 4.60451 -3.41170 -5.32772

(2)
ORCA calculation (ωB97M-V/def2-TZVPD) on CH4O2S2 in the gas phase at a distorted geometry.

Highest occupied orbital energy in Ha: -0.3543
Relative energy (zero: lowest compared OMol25 entry of this formula, charge and spin) in kJ/mol: 55.3
Structure (SMILES): OC(O)SS
Charge: 0
LUMO level in eV: 0.33
E in Ha: -987.3283
Largest force on an atom in Eh/bohr: 0.075
HOMO-LUMO gap in eV: 9.97

CARTESIAN COORDINATES (ANGSTROEM)
1 O -0.98665 -1.03670 0.11176
2 C 0.18016 -0.58368 0.58194
3 O 1.26325 -0.94104 -0.60904
4 S 0.25980 1.21834 0.88438
5 S -0.49062 1.95145 -0.85995
6 H -1.04894 -0.80051 -0.82851
7 H 0.48493 -1.09515 1.48967
8 H 2.12701 -0.71406 -0.25546
9 H -1.78893 2.00136 -0.51479

> The lowest E belongs to which entry?

C50H132N12O18

> Which value of E does entry 1 give?

-3995.5018 Ha

> What is the formula in the second record?

CH4O2S2

> What is the HOMO-LUMO gap in the second record?

9.97 eV